{
  "formula": "C16H39BrN2O11P3",
  "method": "ωB97M-V/def2-TZVPD",
  "homo_energy_ev": -4.46,
  "molar_mass_g_mol": 608.317,
  "gap_ev": 4.3,
  "energy_ha": -5168.2730,
  "total_charge": -1,
  "lumo_ev": -0.152,
  "fmax_ev_per_a": 8.900,
  "symbols": ["C", "C", "N", "N", "C", "C", "O", "O", "P", "O", "Br", "H", "H", "H", "H", "H", "H", "H", "H", "H", "O", "P", "O", "C", "C", "O", "C", "C", "O", "C", "C", "H", "H", "H", "H", "H", "H", "H", "H", "H", "H", "H", "H", "H", "H", "H", "O", "P", "O", "C", "C", "O", "C", "C", "O", "C", "C", "H", "H", "H", "H", "H", "H", "H", "H", "H", "H", "H", "H", "H", "H", "H"],
  "coordinates": [[-0.615, 4.463, -3.175], [0.730, 4.756, -3.950], [1.518, 3.487, -4.159], [1.947, 3.343, -5.500], [2.987, 4.304, -5.875], [2.600, 4.888, -7.292], [2.591, 6.119, -7.442], [2.348, 4.040, -8.208], [4.629, 3.363, -6.150], [5.813, 4.444, -5.604], [4.719, 1.603, -4.699], [-0.467, 3.750, -2.327], [-1.402, 4.101, -3.884], [-0.934, 5.455, -2.756], [0.582, 5.340, -4.888], [1.357, 5.370, -3.243], [0.807, 2.755, -4.045], [1.174, 3.338, -6.169], [3.210, 5.082, -5.104], [5.384, 5.277, -5.328], [-2.447, 3.127, -0.246], [-1.944, 2.341, 0.951], [-2.984, 1.068, 0.742], [-2.680, 0.110, -0.270], [-1.515, -0.778, 0.129], [-2.795, 3.224, 2.065], [-3.117, 4.593, 1.828], [-4.533, 4.719, 1.295], [-1.213, 1.494, 2.209], [-1.780, 1.334, 3.511], [-3.117, 0.624, 3.563], [-2.473, 0.618, -1.216], [-3.574, -0.500, -0.411], [-0.587, -0.203, 0.188], [-1.374, -1.579, -0.598], [-1.684, -1.221, 1.112], [-2.394, 5.057, 1.157], [-3.042, 5.118, 2.785], [-4.720, 4.040, 0.463], [-4.731, 5.740, 0.961], [-5.252, 4.466, 2.079], [-1.822, 2.296, 4.022], [-1.056, 0.731, 4.067], [-3.913, 1.223, 3.121], [-3.395, 0.427, 4.602], [-3.082, -0.325, 3.026], [-0.484, -5.053, 0.770], [0.268, -5.554, 1.984], [0.717, -4.090, 2.602], [-0.266, -3.319, 3.287], [-0.591, -3.905, 4.650], [1.637, -5.984, 1.162], [1.592, -6.325, -0.223], [1.981, -5.131, -1.076], [0.870, -6.342, 3.338], [2.261, -6.569, 3.588], [3.119, -5.325, 3.697], [-1.170, -3.237, 2.675], [0.142, -2.314, 3.410], [-1.086, -4.875, 4.552], [-1.253, -3.239, 5.207], [0.318, -4.064, 5.231], [0.611, -6.712, -0.501], [2.308, -7.135, -0.385], [1.436, -4.230, -0.795], [1.795, -5.333, -2.133], [3.043, -4.911, -0.949], [2.664, -7.265, 2.852], [2.300, -7.091, 4.548], [3.213, -4.812, 2.740], [4.126, -5.594, 4.025], [2.697, -4.616, 4.410]],
  "mulliken_charge": [-1.147, -0.159, -0.420, -0.250, 0.124, 0.478, -0.725, -0.697, 0.216, -0.493, -0.321, 0.251, 0.286, 0.365, 0.262, 0.223, 0.219, 0.307, 0.126, 0.351, -0.703, 1.255, -0.300, -0.478, -0.747, -0.432, -0.362, -1.127, -0.400, -0.269, -0.912, 0.296, 0.323, 0.269, 0.488, -0.016, 0.348, 0.332, 0.288, 0.367, 0.316, 0.264, 0.381, 0.247, 0.432, 0.148, -0.769, 1.259, -0.374, -0.201, -1.055, -0.370, -0.373, -1.026, -0.430, -0.185, -0.887, 0.235, 0.278, 0.277, 0.424, 0.210, 0.346, 0.330, 0.225, 0.367, 0.298, 0.241, 0.360, 0.229, 0.402, 0.183]
}

{
  "formula": "C16H39FN2O6Si2",
  "method": "ωB97M-V/def2-TZVPD",
  "homo_energy_ev": -8.18,
  "molar_mass_g_mol": 430.666,
  "gap_ev": 8.1,
  "energy_ha": -1872.7068,
  "lumo_ev": -0.083,
  "fmax_ev_per_a": 2.610,
  "symbols": ["C", "C", "Si", "C", "C", "O", "F", "O", "Si", "H", "H", "H", "H", "H", "H", "H", "H", "H", "C", "O", "C", "C", "N", "C", "C", "O", "C", "H", "H", "H", "H", "H", "H", "H", "H", "H", "H", "H", "H", "H", "H", "H", "C", "O", "C", "C", "N", "C", "C", "O", "C", "H", "H", "H", "H", "H", "H", "H", "H", "H", "H", "H", "H", "H", "H", "H"],
  "coordinates": [[-1.560, 0.096, -1.197], [-2.570, 1.026, -1.027], [-2.539, 2.758, -1.779], [-4.065, 2.877, -2.965], [-5.284, 2.497, -2.093], [-5.630, 3.099, -1.163], [-5.955, 1.343, -2.447], [-2.755, 3.995, -0.649], [-1.813, 3.842, 0.769], [-0.970, -0.348, -0.369], [-1.335, -0.249, -2.244], [-3.452, 0.711, -0.419], [-1.303, 2.858, -2.561], [-3.963, 2.219, -3.849], [-4.182, 3.958, -3.208], [-0.628, 4.707, 0.611], [-1.491, 2.451, 1.090], [-2.590, 4.405, 1.895], [1.668, -0.288, 7.294], [0.813, 0.841, 7.345], [1.501, 2.057, 7.629], [1.457, 2.986, 6.426], [2.286, 2.475, 5.337], [2.099, 3.184, 4.072], [0.729, 3.070, 3.396], [0.425, 1.764, 2.932], [-0.177, 0.913, 3.895], [1.044, -1.176, 7.187], [2.340, -0.235, 6.432], [2.251, -0.381, 8.215], [2.529, 1.879, 7.959], [0.967, 2.535, 8.456], [1.818, 3.976, 6.720], [0.408, 3.078, 6.117], [2.068, 1.498, 5.189], [2.845, 2.786, 3.379], [2.339, 4.242, 4.218], [0.760, 3.701, 2.502], [-0.083, 3.467, 4.016], [-0.792, 1.464, 4.611], [0.584, 0.331, 4.419], [-0.817, 0.207, 3.363], [1.519, -3.682, -7.357], [0.619, -4.419, -6.547], [1.259, -5.422, -5.762], [1.167, -5.077, -4.284], [2.007, -3.927, -3.959], [1.780, -3.393, -2.617], [0.411, -2.771, -2.328], [0.155, -1.578, -3.056], [-0.404, -1.783, -4.346], [0.931, -3.026, -7.999], [2.182, -3.062, -6.745], [2.113, -4.348, -7.990], [2.297, -5.585, -6.070], [0.713, -6.354, -5.935], [1.490, -5.938, -3.691], [0.113, -4.876, -4.056], [1.828, -3.190, -4.630], [2.537, -2.619, -2.458], [1.978, -4.180, -1.882], [0.409, -2.478, -1.273], [-0.411, -3.486, -2.443], [-1.032, -2.675, -4.391], [0.384, -1.834, -5.100], [-1.023, -0.914, -4.583]],
  "mulliken_charge": [-0.367, -0.248, 0.480, -0.457, 0.376, -0.421, -0.275, -0.186, 0.513, 0.148, 0.077, 0.421, -0.184, 0.360, 0.267, -0.162, -0.114, -0.194, -0.730, -0.343, -0.806, -0.180, -0.317, -1.032, -0.120, -0.350, -0.673, 0.239, 0.313, 0.344, 0.404, 0.390, 0.385, 0.166, 0.094, 0.409, 0.421, 0.146, 0.382, 0.315, 0.232, 0.294, -0.732, -0.341, -0.803, -0.196, -0.316, -0.879, -0.375, -0.411, -0.572, 0.241, 0.315, 0.343, 0.405, 0.390, 0.384, 0.174, 0.087, 0.407, 0.413, 0.332, 0.348, 0.289, 0.164, 0.315]
}

{
  "formula": "C16H39N4NiP",
  "method": "ωB97M-V/def2-TZVPD",
  "homo_energy_ev": [-14.84, -15.75],
  "molar_mass_g_mol": 377.183,
  "gap_ev": [9.8, 9.3],
  "energy_ha": -2701.2881,
  "total_charge": 2,
  "spin_multiplicity": 3,
  "lumo_ev": [-5.022, -6.428],
  "fmax_ev_per_a": 0.124,
  "relative_energy_kj_mol": 0.0,
  "s_squared": 2.01,
  "symbols": ["Ni", "C", "C", "N", "C", "C", "N", "C", "C", "C", "N", "C", "C", "N", "C", "H", "H", "H", "H", "H", "H", "H", "H", "H", "H", "H", "H", "H", "H", "H", "H", "H", "H", "H", "H", "H", "H", "H", "H", "C", "C", "P", "C", "C", "C", "C", "H", "H", "H", "H", "H", "H", "H", "H", "H", "H", "H", "H", "H", "H", "H"],
  "coordinates": [[0.373, -0.529, 0.005], [-1.683, -2.398, -1.992], [-0.917, -1.290, -2.703], [0.388, -0.938, -2.085], [1.427, -1.967, -2.307], [2.634, -1.630, -1.459], [2.219, -1.562, -0.040], [3.261, -0.939, 0.813], [2.931, -1.048, 2.293], [1.799, -0.152, 2.773], [0.487, -0.431, 2.138], [-0.136, -1.685, 2.616], [-1.361, -1.989, 1.778], [-0.959, -2.074, 0.358], [-2.114, -2.090, -0.567], [-2.583, -2.583, -2.581], [-1.130, -3.342, -2.015], [-0.756, -1.579, -3.746], [-1.526, -0.385, -2.707], [0.709, -0.096, -2.559], [1.024, -2.937, -2.009], [1.699, -2.042, -3.362], [3.436, -2.355, -1.608], [3.028, -0.648, -1.737], [2.093, -2.517, 0.290], [4.226, -1.413, 0.615], [3.350, 0.110, 0.516], [2.754, -2.093, 2.560], [3.822, -0.759, 2.854], [1.707, -0.238, 3.859], [2.048, 0.889, 2.552], [-0.134, 0.324, 2.417], [0.591, -2.494, 2.512], [-0.395, -1.623, 3.676], [-1.839, -2.912, 2.113], [-2.099, -1.190, 1.865], [-0.474, -2.961, 0.234], [-2.841, -2.835, -0.234], [-2.596, -1.111, -0.506], [1.076, 4.137, -0.449], [1.117, 2.611, -0.370], [-0.502, 1.743, -0.222], [-1.319, 2.606, 1.172], [-2.497, 1.868, 1.806], [-1.403, 2.267, -1.726], [-2.900, 1.958, -1.723], [2.090, 4.531, -0.492], [0.592, 4.573, 0.424], [0.556, 4.485, -1.340], [1.712, 2.298, 0.495], [1.622, 2.201, -1.252], [-1.633, 3.588, 0.809], [-0.542, 2.797, 1.919], [-3.282, 1.645, 1.084], [-2.938, 2.474, 2.596], [-2.186, 0.925, 2.259], [-0.904, 1.798, -2.580], [-1.251, 3.342, -1.842], [-3.115, 0.919, -1.467], [-3.325, 2.154, -2.706], [-3.429, 2.592, -1.012]],
  "mulliken_spin": [1.682, 0.005, -0.003, 0.089, -0.008, 0.015, 0.030, 0.013, -0.002, -0.006, 0.060, 0.002, 0.004, 0.085, -0.005, 0.000, 0.000, 0.001, 0.002, -0.011, -0.001, 0.001, 0.001, 0.002, -0.004, 0.001, -0.007, 0.000, 0.000, 0.001, 0.005, 0.005, -0.001, 0.000, 0.001, 0.000, -0.004, 0.004, 0.003, 0.008, -0.013, 0.038, 0.011, -0.001, 0.008, -0.001, 0.000, 0.000, 0.000, -0.004, -0.005, 0.000, 0.002, -0.001, 0.000, 0.001, 0.002, 0.000, 0.000, 0.000, 0.000]
}